Formula: C23H29N8O2PTi
Source: the OMol25 dataset
Level of theory: wB97M-V/def2-TZVPD

Last column: natural (NBO) charge in e.
CARTESIAN COORDINATES (ANGSTROEM)
C1 1.7090 0.9583 -1.2513  -0.415
P1 1.1806 0.4678 0.4280  1.794
H1 5.5642 2.1724 3.6249  0.215
H2 5.8220 0.3563 1.9636  0.215
H3 -4.6443 1.6762 -1.6182  0.212
C2 1.7689 0.4801 -3.6148  -0.198
C3 4.7200 1.8671 3.0201  -0.202
H4 -1.5683 4.6492 0.3298  0.217
H5 -1.9224 -5.0497 -0.2834  0.403
H6 -1.1500 -3.7552 1.8545  0.366
C4 -1.1182 1.0993 1.7775  -0.190
N1 -1.3626 -2.9866 1.2304  -0.822
H7 2.7569 1.9302 -4.8476  0.215
C5 -0.2066 1.5848 0.8391  -0.418
H8 3.6177 -3.3318 -1.2362  0.355
C6 2.4626 1.6600 -3.8416  -0.200
O1 0.1358 -3.6176 -1.4082  -0.758
H9 -1.6591 0.0519 -1.3671  0.374
C7 -2.2429 -3.1078 0.1812  0.163
H10 0.8867 -0.8106 -2.1582  0.216
H11 2.7432 -2.6781 0.0445  0.367
H12 -4.6868 0.9389 1.0764  0.195
C8 0.7659 -4.6607 -0.9149  0.874
C9 -1.4402 3.6555 0.7400  -0.242
C10 2.5445 1.0850 1.4660  -0.407
N2 -4.0377 -0.0578 -0.6624  -0.429
H13 -5.1861 -0.7509 0.9660  0.213
H14 -2.8593 1.5200 2.9528  0.217
N3 -2.7091 -4.4031 -0.2278  -0.855
C11 2.4267 2.1314 -1.4870  -0.143
C12 -3.7159 1.1492 -1.4036  -0.422
H15 -3.1466 3.8000 2.0310  0.216
C13 3.4935 2.4919 3.1775  -0.201
N4 2.7082 -3.2219 -0.8132  -0.655
C14 4.8650 0.8468 2.0870  -0.231
C15 2.7961 2.4844 -2.7753  -0.235
H16 2.7126 2.7631 -0.6535  0.213
Ti1 -0.4314 -2.2012 -0.2462  1.520
C16 -5.0221 0.1533 0.3915  -0.401
O2 0.2449 -5.7432 -0.6874  -0.682
C17 1.3989 0.1314 -2.3234  -0.179
H17 3.3785 3.2835 3.9068  0.214
H18 3.8924 -0.3354 0.5870  0.208
H19 3.3541 3.3960 -2.9468  0.215
H20 -3.0881 -4.3495 -1.1669  0.360
C18 -3.0667 -1.0161 -0.5347  0.676
H21 1.4517 2.5942 2.5341  0.223
H22 -5.9691 0.4588 -0.0537  0.203
N5 0.8553 -1.0282 0.6283  -1.410
C19 -0.3814 2.8632 0.3157  -0.143
N6 2.1005 -4.4622 -0.6415  -0.496
C20 -2.3284 3.1763 1.6927  -0.212
C21 -2.1681 1.8958 2.2084  -0.216
H23 2.5203 -5.1664 -0.0533  0.378
H24 -3.0582 1.8213 -0.8376  0.201
H25 1.5264 -0.1772 -4.4396  0.219
H26 -4.2990 -2.4404 0.2776  0.399
N7 -3.3471 -2.1567 0.1042  -0.599
H27 0.3079 3.2471 -0.4254  0.214
H28 -3.2511 0.8991 -2.3559  0.216
C22 2.4076 2.1027 2.4022  -0.199
N8 -1.8448 -0.8849 -1.0352  -0.867
C23 3.7829 0.4596 1.3165  -0.118
H29 -0.9904 0.0906 2.1564  0.256

Output
Relative energy (zero: lowest compared OMol25 entry of this formula, charge and spin) (kcal per mole): 0.0
HOMO-LUMO gap (hartree): 0.2641